Version P
This record from the OMol25 dataset describes a 2-piece molecular cluster, C2H2ClNO3 overall. The level of theory is the ωB97M-V functional and the def2-TZVPD basis.

Summary:
Charge ... -2
Multiplicity ... 1
Frontier orbital gap (spin up / spin down) ... 6.44 / 6.44 eV

CARTESIAN COORDINATES (ANGSTROEM)
1 Cl 11.14 -0.31 -0.01
2 O -1.20 0.45 0.01
3 O 1.37 -0.99 -0.89
4 O 2.54 -2.03 0.85
5 N -0.14 0.45 0.79
6 C 1.47 0.10 0.00
7 C 1.94 -1.15 0.29
8 H -0.10 -0.50 1.35
9 H 2.18 1.02 -0.19

=====

Version Q
This record from the OMol25 dataset describes C2H2ClNO3 as an isolated structure. The level of theory is the ωB97M-V functional and the def2-TZVPD basis.

Summary:
Charge ... -2
Multiplicity ... 1
Frontier orbital gap (spin up / spin down) ... 6.45 / 6.45 eV

CARTESIAN COORDINATES (ANGSTROEM)
1 Cl 2.70 7.63 -9.37
2 O 1.19 1.02 0.97
3 O -0.19 0.23 -2.42
4 O -0.41 -2.10 -2.53
5 N 0.29 0.21 0.60
6 C 0.73 -0.31 -1.24
7 C -0.01 -1.06 -2.16
8 H -0.61 0.66 0.41
9 H 1.76 -0.01 -1.44

=====

Of them, version P has the lowest stability.

=====

Version P
This record from the OMol25 dataset describes one molecule with the formula C2H2Cl2F2. The level of theory is the ωB97M-V functional and the def2-TZVPD basis.

Summary:
SMILES ... FCC(F)(Cl)Cl
Charge ... 0
Multiplicity ... 1
Frontier orbital gap ... 12.16 eV

CARTESIAN COORDINATES (ANGSTROEM)
1 Cl 0.11 2.00 0.13
2 Cl -2.07 0.13 -0.06
3 F -0.26 -0.02 1.79
4 F 1.72 -0.39 0.02
5 C 0.47 -0.46 -0.48
6 C -0.34 0.37 0.45
7 H 0.41 -0.24 -1.57
8 H -0.04 -1.37 -0.29

=====

Version Q
This record from the OMol25 dataset describes a 2-piece molecular cluster, C2H2Cl2F2 overall. The level of theory is the ωB97M-V functional and the def2-TZVPD basis.

Summary:
Charge ... 0
Multiplicity ... 1
Frontier orbital gap ... 9.61 eV

CARTESIAN COORDINATES (ANGSTROEM)
1 Cl -2.13 -0.07 0.36
2 Cl -0.24 2.09 -0.35
3 F -0.39 -1.66 -0.80
4 F 1.77 0.95 0.77
5 C 0.83 0.80 -0.22
6 C -0.62 -0.89 0.29
7 H 1.13 0.35 -1.11
8 H -0.37 -1.57 1.07

=====

Of them, version Q has the lowest stability.

=====

Version P
This record from the OMol25 dataset describes C29H25N3O3PS2W as an isolated structure. The level of theory is the ωB97M-V functional and the def2-TZVPD basis.

Summary:
⟨S²⟩ ... 2.02
Charge ... +1
Multiplicity ... 3
Frontier orbital gap (spin up / spin down) ... 7.63 / 7.09 eV

CARTESIAN COORDINATES (ANGSTROEM)
1 W -0.24 0.42 0.37
2 S 0.90 -3.69 -0.20
3 S 1.15 -1.60 2.65
4 P 0.14 2.29 -1.40
5 O -0.11 1.94 1.80
6 O 0.86 -0.41 3.41
7 O 2.48 -1.86 2.15
8 N -0.17 -1.45 -0.81
9 N -0.63 -6.36 5.65
10 N 0.15 -1.43 1.36
11 C 2.33 0.69 -1.23
12 C 1.34 0.67 -3.43
13 C -2.29 1.66 2.81
14 C -3.57 1.52 -3.04
15 C 3.15 -0.82 -2.89
16 C -0.62 -3.02 4.16
17 C -2.36 2.17 -2.93
18 C -1.80 0.74 -1.01
19 C -1.49 1.76 -1.92
20 C -1.04 -4.12 4.87
21 C 3.20 -0.32 -1.60
22 C 0.53 4.00 -1.77
23 C 0.46 -3.37 -1.85
24 C 1.43 -4.14 3.59
25 C 1.37 1.18 -2.13
26 C 1.07 6.66 -2.35
27 C -0.22 -5.26 4.95
28 C -0.25 5.01 -1.19
29 C 0.02 6.33 -1.49
30 C 0.30 -2.15 0.21
31 C 1.02 -5.26 4.30
32 C -0.05 -2.13 -2.00
33 C 0.61 -3.02 3.52
34 C 1.84 5.66 -2.91
35 C 1.58 4.33 -2.63
36 C -3.02 0.08 -1.16
37 C 2.23 -0.32 -3.81
38 C -1.20 1.35 1.87
39 C -3.89 0.48 -2.17
40 H 3.83 -1.61 -3.20
41 H -0.58 7.11 -1.04
42 H -2.78 2.58 2.46
43 H -1.88 1.85 3.80
44 H -2.00 -4.11 5.37
45 H 2.19 3.55 -3.07
46 H 1.27 7.70 -2.57
47 H -2.09 2.98 -3.60
48 H 0.60 1.03 -4.14
49 H 2.43 1.14 -0.24
50 H -4.85 -0.02 -2.28
51 H 1.66 -6.12 4.35
52 H 2.21 -0.71 -4.82
53 H 0.62 -4.11 -2.62
54 H -1.06 4.76 -0.52
55 H -1.46 -6.32 6.22
56 H -3.03 0.86 2.83
57 H -4.28 1.82 -3.81
58 H -0.40 -1.68 -2.91
59 H 2.39 -4.14 3.10
60 H 3.92 -0.70 -0.89
61 H -1.26 -2.14 4.12
62 H 2.66 5.92 -3.58
63 H -3.31 -0.73 -0.50
64 H -0.01 -7.12 5.81

=====

Version Q
This record from the OMol25 dataset describes C29H25N3O3PS2W as an isolated structure. The level of theory is the ωB97M-V functional and the def2-TZVPD basis.

Summary:
⟨S²⟩ ... 2.03
Charge ... +1
Multiplicity ... 3
Frontier orbital gap (spin up / spin down) ... 7.51 / 6.55 eV

CARTESIAN COORDINATES (ANGSTROEM)
1 W -0.09 0.01 0.70
2 S 2.21 3.66 0.22
3 S 0.59 2.29 3.15
4 P -0.08 -2.49 0.23
5 O 0.15 1.17 3.94
6 O -0.28 3.42 2.97
7 O -1.83 0.53 -0.49
8 N 0.93 1.61 1.70
9 N 5.81 4.23 5.05
10 N 1.04 1.50 -0.49
11 C 1.50 2.07 -1.66
12 C 2.16 3.23 -1.46
13 C -0.71 -1.96 4.27
14 C -1.53 1.46 0.26
15 C 3.12 -0.57 1.27
16 C -0.76 -5.76 -2.04
17 C 2.72 -3.23 0.47
18 C 4.18 -1.47 1.20
19 C -0.67 -4.08 -0.32
20 C -0.14 -2.35 3.09
21 C -2.14 2.80 0.29
22 C 2.39 4.23 3.77
23 C 1.83 -0.99 0.95
24 C 1.67 -2.33 0.56
25 C -1.83 -6.15 0.09
26 C -1.41 -4.90 0.53
27 C -1.96 -1.29 1.87
28 C 4.60 3.78 4.63
29 C 1.35 2.22 0.58
30 C -0.35 -4.50 -1.61
31 C -2.52 -0.89 3.10
32 C 2.12 2.87 3.74
33 C -0.76 -2.03 1.86
34 C -1.90 -1.21 4.27
35 C 3.09 1.96 4.15
36 C 4.31 2.41 4.59
37 C 3.99 -2.78 0.80
38 C 3.61 4.69 4.21
39 C -1.50 -6.57 -1.19
40 H -1.66 -4.56 1.53
41 H -2.32 -0.89 5.21
42 H 2.61 3.86 -2.21
43 H 5.06 1.70 4.92
44 H 5.18 -1.13 1.45
45 H 2.55 -4.26 0.16
46 H -1.52 3.43 -0.36
47 H -0.51 -6.09 -3.04
48 H -3.16 2.79 -0.11
49 H 1.62 4.93 3.46
50 H 3.81 5.75 4.24
51 H 4.84 -3.46 0.74
52 H 3.30 0.45 1.59
53 H 5.97 5.21 5.21
54 H 0.21 -3.86 -2.28
55 H -0.23 -2.20 5.21
56 H -2.54 -1.19 0.96
57 H -2.08 3.22 1.29
58 H 0.80 -2.88 3.08
59 H -1.82 -7.55 -1.53
60 H -3.45 -0.32 3.10
61 H -2.40 -6.78 0.75
62 H 2.88 0.89 4.14
63 H 1.32 1.58 -2.60
64 H 6.46 3.59 5.48

=====

Of them, version Q has the lowest stability.

=====

Version P
This record from the OMol25 dataset describes a 2-piece molecular cluster, C6H11NO overall. The level of theory is the ωB97M-V functional and the def2-TZVPD basis.

Summary:
⟨S²⟩ ... 0.76
Charge ... +1
Multiplicity ... 2
Frontier orbital gap (spin up / spin down) ... 10.41 / 6.56 eV

CARTESIAN COORDINATES (ANGSTROEM)
1 O 1.48 2.98 4.00
2 N -1.65 0.65 -0.48
3 C 1.05 -1.57 0.60
4 C -1.05 -0.20 0.45
5 C 0.66 -1.38 -2.57
6 C -0.05 -0.90 -0.19
7 C -0.17 -0.63 -1.56
8 C -1.23 0.29 -1.72
9 H 1.63 -0.93 -2.75
10 H -1.41 -0.23 1.46
11 H 2.32 2.86 4.48
12 H 0.18 -1.34 -3.54
13 H 0.82 3.40 4.53
14 H 0.67 -2.01 1.54
15 H -1.49 0.77 -2.66
16 H -2.45 1.26 -0.35
17 H 0.77 -2.43 -2.33
18 H 1.35 -2.55 0.21
19 H 1.84 -0.84 0.71

=====

Version Q
This record from the OMol25 dataset describes an isolated ion of composition C6H11NO and charge +1. The level of theory is the ωB97M-V functional and the def2-TZVPD basis.

Summary:
⟨S²⟩ ... 0.76
Charge ... +1
Multiplicity ... 2
Frontier orbital gap (spin up / spin down) ... 9.44 / 6.28 eV

CARTESIAN COORDINATES (ANGSTROEM)
1 O -1.18 2.79 0.45
2 N -0.91 -2.76 -0.65
3 C 0.19 2.74 0.23
4 C 0.26 0.36 0.99
5 C 0.19 -1.06 0.58
6 C -0.23 -3.73 -1.08
7 C -0.60 -1.46 -0.50
8 C 0.76 1.35 -0.10
9 H -1.17 -0.82 -1.16
10 H -1.67 2.55 -0.35
11 H 0.69 3.09 1.15
12 H 0.40 0.99 -1.07
13 H -0.66 0.69 1.49
14 H 0.77 -3.61 -1.50
15 H 0.93 0.41 1.81
16 H 0.53 -1.76 1.33
17 H 0.53 3.44 -0.53
18 H -0.67 -4.72 -1.02
19 H 1.83 1.48 -0.08

=====

Of them, version Q has the lowest stability.